# 1
DFT (ωB97M-V/def2-TZVPD) results for 12 unconnected molecules or ions with the total composition C44H112O22S7 in a non-equilibrium geometry.

```
! RIJCOSX wB97M-V def2-TZVPD def2/J DEFGRID3
* xyz 0 1
C 2.96124 1.25499 -1.77933
S 4.63942 0.75087 -1.57829
O 4.59489 -0.54911 -0.85029
C 4.96829 0.32637 -3.22246
H 2.46733 0.51313 -2.40044
H 3.00287 2.21267 -2.26598
H 2.47588 1.32926 -0.77205
H 4.23012 -0.40833 -3.63088
H 5.93182 -0.24069 -3.08268
H 5.12636 1.12259 -3.94802
C 0.37931 2.65649 7.64109
S 1.02107 1.71285 6.29205
O 0.90738 0.28153 6.68489
C -0.31062 2.03451 5.12525
H 0.95065 2.41054 8.50797
H -0.65172 2.51753 7.78313
H 0.60040 3.77731 7.44542
H -0.55715 3.08807 5.15467
H -1.11584 1.39437 5.31192
H -0.06527 1.67327 4.12620
C -3.49531 2.92036 3.78679
S -4.18997 1.57289 2.71259
O -3.75214 1.95421 1.31516
C -3.20254 0.06926 3.26223
H -2.42166 3.04676 3.51919
H -3.69591 2.71815 4.84577
H -4.11342 3.74751 3.45441
H -2.12463 0.31479 3.12155
H -3.40874 -0.67248 2.52396
H -3.57455 -0.06647 4.25462
C -1.29183 6.27446 1.66000
S -0.06542 5.18264 2.32273
O -0.50126 4.81179 3.66216
C -0.40756 3.70223 1.31126
H -2.27974 6.09483 2.02923
H -1.24622 6.25067 0.59807
H -0.88293 7.20811 2.10996
H 0.00472 3.84898 0.35286
H -1.45728 3.54745 1.20184
H 0.00932 2.84735 1.85130
C 1.29948 -1.90779 3.84660
S -0.17801 -2.30337 4.78251
O -0.88680 -3.30327 3.90777
C 0.66325 -3.27463 6.10146
H 2.11185 -1.64853 4.48427
H 1.09216 -1.07230 3.15480
H 1.62194 -2.76924 3.34185
H 1.41953 -3.89753 5.74207
H -0.16235 -3.86173 6.45879
H 1.02753 -2.51552 6.78691
C 0.13212 -1.38683 0.26389
S -1.02575 -0.24385 0.98376
O -0.09135 0.54602 1.89292
C -1.20698 0.75385 -0.42969
H 0.98332 -0.76227 0.05453
H -0.33674 -1.78991 -0.64567
H 0.53809 -2.19419 0.96504
H -0.16484 1.04943 -0.75173
H -1.83750 1.64052 -0.12988
H -1.80957 0.18137 -1.13752
C -5.70939 -0.01585 -3.86014
S -4.56403 -1.11315 -2.96731
O -3.18545 -0.77568 -3.48180
C -4.70716 -0.50032 -1.32799
H -5.49965 1.02630 -3.64465
H -6.78128 -0.07749 -3.79185
H -5.53088 -0.28901 -4.91405
H -5.78176 -0.66290 -1.14216
H -4.59842 0.56586 -1.30261
H -4.08340 -1.03721 -0.58887
C 5.59830 4.42598 -0.61694
O 4.38292 4.05101 0.00436
C 4.46953 4.07791 1.41384
C 3.40135 3.06233 1.84526
O 3.86596 1.81848 1.37165
C 3.85323 0.73519 2.33920
C 5.24895 0.23412 2.47991
O 5.92206 1.16793 3.33523
C 7.29135 0.86612 3.32128
H 6.51496 3.82704 -0.55087
H 5.81384 5.39776 -0.25592
H 5.43078 4.51850 -1.68118
H 4.32602 5.14035 1.66942
H 5.38340 3.64691 1.80108
H 2.51099 3.23834 1.24471
H 3.17102 3.03916 2.93744
H 3.27686 -0.05251 1.86773
H 3.40842 0.97657 3.32560
H 5.79368 0.16065 1.54065
H 5.11410 -0.72075 3.02204
H 7.72570 1.50412 4.12749
H 7.71438 1.08433 2.35598
H 7.46222 -0.24378 3.53341
C -2.24583 -3.77823 -1.35076
O -2.99482 -3.44176 -0.16432
C -2.74313 -4.39709 0.90061
C -3.50119 -4.08507 2.16301
O -4.84651 -4.33568 1.93736
C -5.74152 -3.68344 2.89177
C -6.59941 -2.66346 2.23877
O -7.99312 -3.13948 2.04804
C -8.28866 -3.53341 0.67868
H -2.07367 -2.87723 -2.02365
H -2.81805 -4.50969 -1.92402
H -1.25679 -4.15618 -1.23250
H -1.68138 -4.36743 1.07504
H -3.18697 -5.33051 0.56197
H -3.30608 -3.12115 2.64472
H -3.14444 -4.70452 2.99391
H -5.23118 -3.21148 3.66766
H -6.42302 -4.43977 3.38360
H -6.12120 -2.41227 1.26354
H -6.62112 -1.75320 2.86609
H -8.50381 -4.58105 0.76496
H -7.45730 -3.44630 -0.03169
H -9.22144 -3.04993 0.33193
C -4.58146 3.60763 -1.32234
O -3.58677 3.56911 -2.32164
C -3.63380 4.71033 -3.13541
C -3.20512 6.07266 -2.49001
O -1.86032 6.19833 -2.22817
C -0.97615 5.89139 -3.31862
C 0.43167 6.35353 -2.82926
O 0.98500 5.67938 -1.72483
C 1.51280 4.35716 -1.91344
H -4.58896 2.60303 -0.86110
H -5.56078 3.88353 -1.70407
H -4.33473 4.41746 -0.61395
H -4.62061 4.87852 -3.58323
H -3.00155 4.51930 -4.02956
H -3.67631 6.13600 -1.56340
H -3.56515 6.85268 -3.17430
H -1.26753 6.47711 -4.14768
H -1.04544 4.80679 -3.44483
H 0.34553 7.42460 -2.47516
H 1.09666 6.21787 -3.68424
H 0.80580 3.60486 -2.11201
H 1.83187 4.03993 -0.88844
H 2.44806 4.35771 -2.57862
C 0.24368 3.84786 -6.33935
O -0.11874 3.22483 -5.16149
C -1.06858 2.17914 -5.39581
C -1.02466 1.28912 -4.20161
O 0.22067 0.48654 -4.05877
C 0.02559 -0.70700 -4.88427
C 0.60464 -1.86355 -4.10132
O 1.99089 -1.69022 -4.02718
C 2.60110 -2.76905 -3.37305
H 0.74612 3.17261 -7.01394
H 0.91182 4.66502 -5.99257
H -0.54126 4.36587 -6.90088
H -0.69221 1.61239 -6.30203
H -2.05346 2.53437 -5.54993
H -1.83952 0.67753 -4.24440
H -0.94783 1.85721 -3.31821
H 0.56002 -0.60938 -5.78672
H -1.00184 -0.95255 -5.16657
H 0.36974 -2.79231 -4.68967
H 0.13863 -2.02194 -3.13379
H 2.34167 -3.75113 -3.82152
H 2.37844 -2.82439 -2.30488
H 3.67359 -2.71862 -3.55476
C 5.56608 -9.54278 -2.62982
O 4.68570 -8.38576 -2.66609
C 4.37740 -7.81098 -1.42948
C 3.19094 -6.87478 -1.57145
O 2.85001 -6.46789 -0.20448
C 1.45809 -6.23985 0.02166
C 1.29949 -5.43483 1.31101
O 1.53110 -4.06463 1.00143
C 2.89352 -3.73156 0.79875
H 6.00677 -9.65729 -3.56993
H 5.12796 -10.44703 -2.32827
H 6.36698 -9.54477 -1.92365
H 5.27485 -7.25318 -0.99003
H 4.22521 -8.57449 -0.65530
H 2.36837 -7.36613 -2.02960
H 3.35412 -6.03918 -2.26967
H 0.94383 -7.17926 0.07041
H 1.01054 -5.63386 -0.78142
H 2.04139 -5.78245 2.12618
H 0.32779 -5.45233 1.75621
H 3.39576 -3.69905 1.74931
H 2.96945 -2.75077 0.31807
H 3.37671 -4.46829 0.15792
*
```

- HOMO level: -0.307 Ha
- Maximum force: 0.067 hartree/bohr

---

# 2
DFT (ωB97M-V/def2-TZVPD) results for 9 unconnected molecules or ions with the total composition C44H113N7O16 in a non-equilibrium geometry.

```
! RIJCOSX wB97M-V def2-TZVPD def2/J DEFGRID3
* xyz 1 2
C 2.83607 -2.31271 -2.07052
O 3.80193 -2.52302 -3.16670
C 3.97465 -3.82814 -3.56813
C 4.68416 -4.76237 -2.66832
N 6.12286 -4.39259 -2.68520
C 6.80612 -4.89362 -1.47073
C 6.74959 -3.81860 -0.34888
O 7.12723 -4.27964 0.91610
C 7.14085 -3.30656 1.86653
H 1.82415 -2.58109 -2.37399
H 2.88229 -1.22533 -2.01080
H 3.07179 -2.76172 -1.10567
H 4.33561 -3.82706 -4.59662
H 2.99867 -4.31265 -3.53963
H 4.55706 -5.77981 -3.03815
H 4.26537 -4.60127 -1.67497
H 6.06993 -3.38400 -2.69223
H 7.80240 -5.23501 -1.75178
H 6.38089 -5.87006 -1.23869
H 5.76412 -3.37104 -0.21995
H 7.46825 -3.03891 -0.60130
H 7.63750 -2.42032 1.47154
H 7.70477 -3.52008 2.77456
H 6.09489 -3.09720 2.09066
C 5.16247 4.17722 4.41992
O 5.66193 3.13943 3.61049
C 5.60390 1.89986 4.31355
C 5.89602 0.83308 3.27244
N 4.65675 0.63005 2.49735
C 4.98928 -0.23821 1.30124
C 4.01945 0.04683 0.08615
O 3.76753 1.44282 -0.03932
C 2.54512 1.89394 -0.64259
H 4.96489 5.07633 3.83625
H 5.82007 4.39322 5.26195
H 4.21627 3.96723 4.91863
H 4.71977 1.69455 4.91709
H 6.40533 1.96400 5.04956
H 6.39285 -0.05534 3.66226
H 6.65294 1.34196 2.67561
H 4.38573 1.51477 2.09249
H 5.12089 -1.27090 1.62425
H 6.03144 -0.09433 1.01609
H 3.07183 -0.38636 0.40624
H 4.53376 -0.43863 -0.74326
H 2.54810 1.44949 -1.63785
H 2.75915 2.93297 -0.89297
H 1.63854 1.84414 -0.03947
C -5.75769 4.42042 -5.11714
O -4.94486 3.22781 -5.30619
C -4.12218 3.35769 -6.43525
C -3.55823 2.10718 -6.97149
N -4.70011 1.16720 -6.95918
C -4.33365 -0.20536 -7.11778
C -4.12305 -1.00263 -5.79143
O -5.29085 -0.84270 -4.96283
C -5.37302 -1.62595 -3.77168
H -6.46599 4.15025 -4.33393
H -6.28251 4.71353 -6.02640
H -5.12397 5.23415 -4.76449
H -3.34248 4.09907 -6.26051
H -4.67173 3.96749 -7.15235
H -2.78880 1.68440 -6.32548
H -3.02885 2.36990 -7.88737
H -5.01304 1.22838 -6.00084
H -3.44078 -0.41582 -7.70650
H -5.19215 -0.68907 -7.58370
H -3.17229 -0.61260 -5.42809
H -4.01095 -2.03552 -6.12110
H -5.19417 -2.64615 -4.11125
H -6.23570 -1.51187 -3.11529
H -4.53105 -1.28273 -3.17055
C -0.38730 0.01629 1.20338
O -0.25886 -0.09240 -0.21214
C -1.54407 -0.31957 -0.70821
C -1.51019 -0.70161 -2.20819
N -0.85793 0.37317 -2.98706
C -1.69169 1.62696 -3.10344
C -0.91049 2.53100 -3.99553
O 0.28162 2.84699 -3.29321
C 1.33605 3.34231 -4.09314
H 0.56215 -0.23690 1.67510
H -1.11872 -0.62637 1.69340
H -0.59138 1.04791 1.49011
H -2.19937 0.54633 -0.61382
H -2.12222 -1.12672 -0.25839
H -2.53319 -0.82886 -2.56228
H -1.01543 -1.67158 -2.25787
H -0.11168 0.77403 -2.43705
H -2.14257 2.07921 -2.22009
H -2.50451 1.33321 -3.76761
H -1.48348 3.38910 -4.34687
H -0.54279 1.90517 -4.80869
H 1.09545 4.30038 -4.55393
H 1.66102 2.71862 -4.92591
H 2.18921 3.41831 -3.41902
C -1.98649 4.06271 -0.10720
O -2.53883 2.82758 0.32904
C -3.37809 2.92051 1.46195
C -3.80541 1.57971 2.06786
N -4.26537 0.57766 1.15665
C -5.65339 0.81217 0.73712
C -5.77256 0.24048 -0.70541
O -5.04492 0.93830 -1.73832
C -5.40054 2.30130 -1.74388
H -1.30977 4.32456 0.70619
H -2.71799 4.84576 -0.30671
H -1.54342 3.85118 -1.08036
H -4.26817 3.46806 1.15205
H -2.83801 3.42015 2.26618
H -4.41466 1.65452 2.96860
H -2.92953 1.14717 2.55142
H -3.63801 0.79456 0.39542
H -5.86734 1.88044 0.77047
H -6.46288 0.36639 1.31513
H -6.75581 0.31097 -1.17056
H -5.37887 -0.76576 -0.84890
H -6.43519 2.62802 -1.63959
H -5.01371 2.86777 -2.59096
H -4.78864 2.74103 -0.95629
C 1.76347 3.03944 2.73055
O 1.21320 3.98342 3.66770
C -0.21603 3.85424 3.76408
C -0.79772 4.90401 4.62584
N -0.15374 4.77886 5.90177
C -0.81879 5.63704 6.87855
C -0.18342 5.52997 8.23442
O 0.99080 6.36535 8.31187
C 1.44979 6.60013 9.62998
H 1.21071 2.98828 1.79250
H 1.70452 2.01141 3.08801
H 2.80448 3.24472 2.48108
H -0.62122 2.87321 4.01208
H -0.54250 4.12998 2.76135
H -1.79678 4.56943 4.90520
H -0.65098 5.88777 4.18000
H 0.72225 5.27012 5.79494
H -1.87538 5.38681 6.97389
H -0.87991 6.68562 6.58725
H 0.00874 4.49362 8.51218
H -0.89546 5.94741 8.94634
H 1.91206 5.75774 10.14456
H 0.66811 6.92770 10.31538
H 2.13122 7.45087 9.62872
C -2.30910 -6.86371 4.51722
O -0.91662 -6.40419 4.49351
C 0.03314 -7.44407 4.21124
C 1.41573 -6.75117 3.96346
N 1.42576 -5.75649 2.90088
C 1.42276 -6.51037 1.61948
C 1.31692 -5.51669 0.42804
O -0.04494 -4.96917 0.35626
C -0.28664 -3.78589 -0.48433
H -2.58419 -7.60426 3.76621
H -2.90394 -5.97676 4.29915
H -2.69279 -7.09473 5.51096
H -0.29605 -8.02572 3.35018
H 0.06350 -8.15991 5.03266
H 2.09878 -7.55697 3.69468
H 1.70315 -6.27988 4.90334
H 0.50691 -5.35153 3.00967
H 0.62045 -7.24806 1.60445
H 2.33968 -7.07165 1.43961
H 1.53152 -6.08914 -0.47436
H 2.06003 -4.76208 0.68584
H -0.16877 -3.82671 -1.56717
H 0.22503 -2.96323 0.01520
H -1.35273 -3.55926 -0.49764
C 1.45465 -0.98305 -5.38035
O 0.04295 -1.21323 -5.31421
H 1.91637 -1.34753 -4.46270
H 1.83291 -1.48568 -6.27050
H 1.73321 0.07043 -5.35426
H -0.30267 -0.70990 -4.57340
C -4.32607 -3.33524 -0.50772
O -5.60219 -3.57444 -1.02119
H -3.95529 -4.17181 0.08456
H -3.68338 -3.23211 -1.38203
H -4.27457 -2.47617 0.16119
H -5.55010 -4.19936 -1.74807
*
```

- HOMO level (spin up / spin down): -0.365 / -0.365 Ha
- Maximum force: 0.092 hartree/bohr
- Energy above the lowest of the compared OMol25 structures with the same formula, charge and spin: 44.54 kcal per mole